Entry 1:
# C79H55Br6F7O29

A structure of composition C79H55Br6F7O29 in a non-equilibrium geometry (ωB97M-V with the def2-TZVPD basis set, OMol25).

Properties
HOMO   -9.56 eV
Orbital gap   8.32 eV

Cartesian coordinates (Å):
H -5.721 -7.375 -7.251
C 4.778 5.234 3.020
C -3.921 -4.629 -8.125
H 6.476 2.794 8.462
H 4.858 4.757 0.966
O -4.227 -3.293 5.466
C -1.445 3.817 -5.407
O -1.845 1.797 -4.395
H -2.162 3.513 4.366
C -0.626 -2.085 -1.481
H 3.957 8.155 4.456
O -2.698 5.331 -1.426
C -1.468 -2.966 0.599
H -0.506 -2.127 -2.554
C -0.478 5.610 -1.293
C 4.198 7.467 3.656
C -0.374 1.805 5.591
Br 2.491 -2.187 3.187
C -4.810 -5.739 -10.071
C -3.536 2.028 7.625
Br 3.564 -1.194 0.319
C 1.526 0.228 5.907
H 3.299 -8.758 0.149
H -1.476 3.640 -1.102
C 4.969 3.805 3.398
O 0.905 -7.960 2.156
C -1.268 -3.095 -0.765
O -2.436 -2.800 -8.245
H 3.086 -1.244 6.154
H 0.661 2.755 -8.564
O -3.052 6.747 -3.123
C 1.917 -8.900 1.837
Br 4.037 -4.155 1.169
C -4.157 -3.868 -3.908
H 1.150 2.662 2.285
H 3.125 3.805 -1.338
H -2.284 -1.382 -6.195
Br -0.122 -4.840 -3.678
C -2.814 -1.861 -4.200
C -4.680 -5.355 -5.863
C -5.856 -5.658 0.078
C 5.646 4.241 7.107
C 4.040 7.792 2.322
O -5.225 -6.136 -5.116
C 2.387 1.490 -8.137
C 2.208 -0.767 6.571
H 2.727 4.084 1.131
C -5.505 -6.626 -9.253
C 1.385 2.462 1.248
O -3.647 -3.787 3.357
O 6.331 5.167 -3.624
H -4.731 -4.509 -3.255
C -3.531 -2.756 -3.394
H 1.825 -2.787 0.886
C -4.612 -5.537 -7.330
O 7.108 7.253 -3.437
F -0.569 3.274 -3.245
C -4.006 -4.155 -5.262
C -3.686 -2.545 6.521
H 5.083 4.033 -4.791
C 4.586 6.178 4.024
C -1.602 4.676 -0.799
C 1.374 -4.981 -2.450
C 1.072 2.161 -7.756
C 5.235 4.499 5.795
O 4.956 2.919 2.573
H -1.050 -1.812 2.358
H 1.902 0.585 4.954
H -3.677 -2.414 -2.375
C 0.284 0.216 -1.596
O 0.344 0.215 -2.810
C 4.772 5.871 5.484
H 1.012 -5.170 -1.448
C -3.788 3.459 5.714
O 4.621 6.745 6.303
C 5.955 2.319 5.148
H -5.141 -4.190 1.590
C 4.371 6.866 1.336
C 1.751 2.173 -1.481
Br 2.346 -3.307 -2.489
O -0.958 6.077 -2.565
H -1.649 -3.932 -1.337
C -2.705 -2.137 -5.544
C -2.305 6.125 -2.452
H -0.758 4.111 -6.196
C -0.451 -0.800 0.570
Br 2.501 -6.491 -2.900
C 4.085 5.757 -3.740
H 2.104 -2.259 8.070
C 2.503 2.289 -6.041
O -6.104 -7.009 0.334
H -1.810 -3.836 1.135
C -4.286 2.939 6.899
O 1.424 2.902 -6.584
H 2.255 0.531 -8.628
H -3.532 -4.018 -10.144
C 5.050 4.579 -3.852
H 5.709 5.067 7.803
C -1.770 2.142 5.979
C -1.524 0.676 8.045
H 4.878 3.859 -3.052
H 6.172 1.582 4.385
C 6.208 6.507 -3.607
C -3.130 -3.506 -7.543
H -1.457 -2.130 6.482
C 5.330 3.517 4.811
C 4.713 5.565 1.670
H -0.040 -1.238 9.056
C -3.422 -3.242 4.383
O 3.001 2.640 -5.021
C -2.270 1.662 7.194
O 1.883 -7.218 0.299
C 2.801 -2.667 1.341
H 0.085 2.207 -4.776
C 0.754 1.428 0.575
F 3.555 5.790 -2.475
O 0.184 2.406 4.701
O -3.751 1.328 -5.499
H -2.479 -0.940 -3.742
O 0.361 -5.943 1.347
C 6.162 3.008 7.450
O -1.955 0.329 9.121
F 1.418 -9.296 -0.403
C 0.973 -6.948 1.276
O -0.483 0.638 2.434
H 3.590 8.729 2.024
C -3.277 -3.291 -6.079
C 2.377 3.220 -0.820
H -3.904 -5.337 1.126
F -4.552 -1.546 6.850
C -5.985 -7.209 1.684
F -1.707 4.748 0.549
O 4.918 6.870 -3.858
C -2.524 3.072 5.288
H -4.920 -5.653 -11.145
C 2.261 -8.557 0.392
H 1.582 -9.925 1.983
C 0.314 0.734 6.353
H -2.499 -0.887 5.825
H 0.423 5.039 -1.496
C 0.923 1.304 -0.802
F -5.339 -5.491 -1.165
O -5.394 -6.146 2.249
H -6.780 -5.071 0.121
H 4.110 7.068 0.302
C -0.287 -0.915 -0.819
C -0.803 2.755 -4.490
C 2.171 3.366 0.545
H 0.415 1.333 -7.472
H 3.303 5.702 -4.491
H 2.799 -8.841 2.483
O -2.303 -2.556 4.654
H -5.227 3.288 7.306
C 6.321 2.052 6.444
H 6.748 1.088 6.693
C -2.393 -1.967 5.955
H -3.590 -3.191 7.392
C 1.663 -1.330 7.735
C -5.282 -6.624 -7.892
O -6.337 -8.185 2.248
H -0.410 6.496 -0.665
C -0.104 0.458 1.301
C -0.999 -1.850 1.277
C -4.046 -4.728 -9.512
C -4.982 -5.203 1.241
C -0.223 0.178 7.518
O -2.619 3.215 -5.897
H -4.325 4.108 5.037
H -1.650 4.697 -4.796
H 1.968 1.983 -2.525
C 0.494 -0.781 8.229
H -3.941 1.614 8.537
C -2.851 2.046 -5.257
H -6.162 -7.340 -9.735
F 3.096 2.282 -9.004
O 3.084 1.446 -6.918

***

Entry 2:
# C7H10

The molecule C7H10 (ωB97M-V with the def2-TZVPD basis set, OMol25).

Properties
HOMO   -9.30 eV
Orbital gap   10.39 eV
Energy relative to the best compared isomer or geometry (same formula, charge and spin)   2.394 eV

Cartesian coordinates (Å):
H 1.180 1.267 1.383
H 1.371 -2.154 -0.595
H -0.214 0.425 2.120
H -0.941 2.542 0.214
C 0.360 -0.337 0.064
C -1.086 -0.903 0.016
H -1.529 -1.210 0.972
C -0.637 1.500 0.184
C 1.605 -1.173 -0.165
H 2.183 -1.324 0.754
C -0.075 0.746 -0.982
H 2.255 -0.665 -0.889
C -1.480 0.455 -0.551
H -2.396 0.735 -1.062
H 0.368 1.059 -1.920
C 0.240 0.746 1.173
H -1.203 -1.708 -0.718

***

Entry 3:
# C7H10

The molecule C7H10 in a non-equilibrium geometry (ωB97M-V with the def2-TZVPD basis set, OMol25).

Properties
HOMO   -8.50 eV
Orbital gap   9.59 eV
Energy relative to the best compared isomer or geometry (same formula, charge and spin)   2.693 eV

Cartesian coordinates (Å):
H -2.504 -0.029 0.265
H 0.116 -0.820 1.847
C 0.344 -0.982 -1.366
H 1.017 -1.722 -1.795
H 0.263 -1.018 -2.602
H 1.173 1.860 0.734
C 0.641 0.907 0.630
C -1.521 -0.113 -0.200
H -0.943 2.035 -0.513
H 1.365 0.978 -1.457
C -0.997 -1.233 -0.727
C -0.572 1.039 -0.257
C 0.705 0.411 -0.820
H 1.692 -0.106 2.222
H -1.501 -2.192 -0.744
H 0.210 0.714 2.730
C 0.664 0.122 1.923

***

Entry 4:
# C7H10

A structure of composition C7H10 (ωB97M-V with the def2-TZVPD basis set, OMol25).

Properties
HOMO (alpha / beta)   -8.48 / -8.48 eV
Orbital gap (alpha / beta)   8.22 / 8.22 eV
Energy relative to the best compared isomer or geometry (same formula, charge and spin)   4.766 eV

Cartesian coordinates (Å):
C -0.565 0.282 0.924
H -0.288 2.242 -0.047
C 0.537 0.486 -1.147
C 0.264 1.316 0.143
H -0.942 0.561 1.909
H -0.089 -1.665 -1.452
C -0.134 -0.836 -0.741
H -0.230 -1.845 1.245
C 0.312 -1.031 0.748
C -1.472 -0.327 -0.171
H 0.044 0.919 -2.023
H 1.181 1.584 0.680
C 1.628 -0.825 1.346
H -2.112 -1.127 0.210
H 1.602 0.385 -1.378
H 2.320 -0.488 0.541
H -2.055 0.369 -0.787

***

Entry 5:
# C7H10

A structure of composition C7H10 in a non-equilibrium geometry (ωB97M-V with the def2-TZVPD basis set, OMol25).

Properties
HOMO   -7.45 eV
Orbital gap   8.46 eV
Energy relative to the best compared isomer or geometry (same formula, charge and spin)   5.683 eV

Cartesian coordinates (Å):
C -1.506 1.382 -1.032
H -1.815 2.084 -0.328
C 1.196 -1.248 -0.733
C -0.151 0.754 -0.723
H 2.760 -2.195 -1.798
H 3.094 -1.621 0.001
H 1.021 0.563 2.390
H -1.063 -1.406 -1.214
H 0.665 1.251 -1.342
H -2.359 0.708 -1.172
H -1.362 1.925 -1.994
C 0.293 -0.246 1.924
C 2.404 -1.634 -0.849
C -0.183 -0.795 -0.784
C 0.094 -0.121 0.498
H -0.627 -0.066 2.563
H 0.873 -1.219 2.006

***

Entry 6:
# C7H10

A structure of composition C7H10 (ωB97M-V with the def2-TZVPD basis set, OMol25).

Properties
HOMO (alpha / beta)   -7.95 / -7.96 eV
Orbital gap (alpha / beta)   8.23 / 8.25 eV
Energy relative to the best compared isomer or geometry (same formula, charge and spin)   6.405 eV

Cartesian coordinates (Å):
H 2.191 0.476 0.004
C 0.336 0.672 1.305
H 1.492 0.836 -3.003
C -0.145 1.414 0.263
H -2.547 0.398 1.007
H 2.059 -0.794 1.276
C 1.506 -0.095 0.635
C -0.860 0.310 -0.482
H -1.152 0.465 -1.524
H 0.489 2.129 -0.259
H 0.346 -1.817 -0.463
H -0.449 -1.285 2.148
H 1.140 0.182 -2.956
C 0.266 -0.816 -0.008
C -1.820 -0.286 0.555
C -0.539 -0.594 1.307
H -2.311 -1.194 0.194

***

Entry 7:
# C7H10

The molecule C7H10 (ωB97M-V with the def2-TZVPD basis set, OMol25).

Properties
HOMO   -9.31 eV
Orbital gap   10.40 eV
Energy relative to the best compared isomer or geometry (same formula, charge and spin)   2.366 eV

Cartesian coordinates (Å):
H 2.373 -0.981 0.554
C -1.531 0.438 -0.451
H -1.415 -1.210 1.104
C -1.062 -0.892 0.114
H -0.950 2.565 0.162
C 0.371 -0.309 0.018
H 1.297 -2.265 -0.015
C 0.358 0.832 1.063
H 0.140 1.015 -2.030
C -0.640 1.524 0.149
C -0.179 0.727 -1.036
H -2.504 0.676 -0.872
H -1.211 -1.709 -0.603
H 0.066 0.571 2.089
H 1.996 -1.128 -1.161
H 1.315 1.364 1.071
C 1.574 -1.216 -0.156

***

Entry 8:
# C7H10

A structure of composition C7H10 (ωB97M-V with the def2-TZVPD basis set, OMol25).

Properties
HOMO (alpha / beta)   -7.01 / -7.10 eV
Orbital gap (alpha / beta)   7.44 / 7.44 eV
Energy relative to the best compared isomer or geometry (same formula, charge and spin)   4.171 eV

Cartesian coordinates (Å):
C 1.706 0.856 0.342
C 1.120 0.147 1.397
H -1.853 -1.474 -1.150
H 1.831 0.739 -1.790
C 0.152 -1.026 -0.492
H 2.686 1.309 0.476
H -2.120 1.077 -0.961
C 1.143 0.651 -0.943
H -1.265 1.032 0.592
C -1.894 0.446 -0.083
H 0.527 -1.905 -1.026
C -1.226 -0.808 -0.555
H 0.195 1.126 -1.171
C 0.410 -0.954 0.964
H 1.375 0.302 2.442
H -2.848 0.260 0.422
H 0.081 -1.759 1.614

***

Entry 9:
# C7H10

The molecule C7H10 (ωB97M-V with the def2-TZVPD basis set, OMol25).

Properties
HOMO   -8.09 eV
Orbital gap   8.74 eV
Energy relative to the best compared isomer or geometry (same formula, charge and spin)   3.780 eV

Cartesian coordinates (Å):
H -1.127 1.455 0.125
C 0.334 -0.888 -0.712
C 0.616 -0.105 1.635
H 2.161 0.153 -1.245
H -2.533 0.560 0.713
H 2.321 0.560 1.104
C -1.778 0.600 -0.079
H -1.698 -1.553 -0.359
H 0.530 -1.717 -1.387
H 1.215 1.869 0.912
H -2.293 0.793 -1.027
H -0.040 -2.164 1.194
C 1.186 0.366 -0.793
H 0.716 1.148 -1.404
C 0.096 -1.164 0.793
C 1.322 0.801 0.695
C -1.031 -0.714 -0.166

***

Entry 10:
# C7H10

The molecule C7H10 (ωB97M-V with the def2-TZVPD basis set, OMol25).

Properties
HOMO   -9.50 eV
Orbital gap   10.65 eV
Energy relative to the best compared isomer or geometry (same formula, charge and spin)   2.044 eV

Cartesian coordinates (Å):
C 0.887 1.080 -0.904
H -3.285 0.515 -0.682
H -1.633 -1.231 -0.285
H 0.264 0.778 1.970
C -1.322 -0.188 -0.366
H 0.947 -2.151 1.327
C 0.134 0.054 -0.107
H 0.934 -1.337 2.995
H 2.087 -0.798 -0.760
H 0.789 -0.828 -2.052
H -1.956 1.809 -0.634
C 0.797 -1.251 1.921
H 0.352 1.622 -1.680
C 0.438 -0.104 1.353
C 1.150 -0.386 -1.126
H 1.650 1.660 -0.392
C -2.231 0.758 -0.578

***

Entry 11:
# C7H10

The molecule C7H10 in a non-equilibrium geometry (ωB97M-V with the def2-TZVPD basis set, OMol25).

Properties
HOMO   -9.10 eV
Orbital gap   10.20 eV
Energy relative to the best compared isomer or geometry (same formula, charge and spin)   3.708 eV

Cartesian coordinates (Å):
H 0.998 -1.420 -0.168
H 1.327 1.592 -0.842
C 0.758 0.673 -0.742
H -1.353 1.374 -1.052
C -1.342 -0.237 0.513
H -1.169 -1.252 0.138
C -0.842 -0.188 1.904
H -0.085 -0.187 4.051
H -2.428 -0.090 0.540
C 1.569 -0.485 -0.194
C -0.705 0.756 -0.454
C -0.439 -0.190 3.040
H 1.958 -0.294 0.807
C -0.147 0.298 -1.852
H -0.190 1.026 -2.670
H -0.318 -0.727 -2.139
H 2.409 -0.649 -0.879

***

Entry 12:
# C7H10

The molecule C7H10 (ωB97M-V with the def2-TZVPD basis set, OMol25).

Properties
HOMO   -9.33 eV
Orbital gap   10.46 eV
Energy relative to the best compared isomer or geometry (same formula, charge and spin)   1.945 eV

Cartesian coordinates (Å):
H -0.385 1.654 -0.472
H 2.200 -0.286 1.586
C -0.252 -1.260 0.333
C 0.106 0.076 1.064
C -1.092 -0.457 -0.641
H -1.891 -1.824 -2.023
C 1.576 0.346 0.950
H -0.215 0.100 2.112
H 0.620 -1.772 -0.087
C 2.166 1.161 0.081
H -0.836 -1.979 0.918
C -1.833 -0.792 -1.686
H 3.247 1.204 -0.011
H 1.598 1.804 -0.586
H -2.425 -0.056 -2.224
C -0.842 0.842 0.102
H -1.742 1.239 0.583